P | 13
Properties=species:S:1:pos:R:3:lowdin_charge:R:1 method="wB97M-V/def2-TZVPD" gap_ev=9.81 smiles="ON1C=[NH+]N=CC1" charge=+1 lumo_ev=-4.67
C -1.011 -1.247 0.531 -0.0498
C 0.349 0.537 -1.083 -0.0113
C -0.151 -0.168 1.210 -0.0433
N -1.129 -1.307 -0.719 0.0992
N 0.461 0.705 0.234 -0.1295
N -0.328 -0.473 -1.548 0.0668
O 1.119 1.781 0.849 0.1146
H -1.559 -1.961 1.109 0.1319
H 1.147 1.108 -1.708 0.2130
H -0.939 0.403 1.870 0.1866
H 0.724 -0.502 1.667 0.1177
H -0.366 -0.849 -2.507 0.1900
H 1.685 1.973 0.096 0.1140

Q | 13
Properties=species:S:1:pos:R:3:lowdin_charge:R:1 method="wB97M-V/def2-TZVPD" gap_ev="7.49 / 7.35" smiles="[H]/N=[NH+]/C(=O)/C=N/C" charge=+1 lumo_ev="-6.82 / -6.90"
C 1.523 0.130 -0.204 -0.0261
C 1.779 1.599 0.071 -0.3097
C -0.523 -1.365 -0.227 -0.0430
N 0.544 2.222 0.551 0.0890
N -0.624 1.857 0.121 0.2761
N 0.384 -0.280 -0.099 0.0047
O 2.812 2.161 -0.022 0.2273
H 2.410 -0.523 -0.283 0.1717
H -1.547 -1.094 -0.363 0.0771
H -0.378 -1.856 0.797 0.1340
H -0.048 -2.152 -1.002 0.1531
H 0.633 2.705 1.334 0.1178
H -1.366 1.938 0.822 0.1282

Most stable structure, least stable structure: P, Q.